P | C3H6N4S | wB97M-V/def2-TZVPD

Geometry as XYZ:
```
14
Properties=species:S:1:pos:R:3
S 1.8933 -0.9699 -1.0023
N -2.9349 -0.8346 0.0956
N -2.2184 -1.0042 1.1288
N 2.4330 1.1966 0.3181
N -2.2288 -0.1951 -0.8227
C -1.0153 0.1331 -0.2799
C -1.0712 -0.2854 1.0047
C 1.8873 0.0073 0.4550
H 2.2985 1.8302 1.0191
H 1.2772 -2.0769 -0.4903
H -0.1822 -0.0653 1.7026
H -0.3050 0.8145 -0.8060
H -2.6062 -0.1517 -1.7918
H 2.7726 1.6014 -0.5310
```

Lowest unoccupied orbital energy ... 0.49 eV
Frontier orbital gap ... 9.185 eV

Q | C3H6N4S | wB97M-V/def2-TZVPD

Geometry as XYZ:
```
14
Properties=species:S:1:pos:R:3
S 1.0090 0.6062 -1.2392
N -1.1181 -2.4096 -0.4699
N -0.3417 -1.5036 -0.0564
N -0.0366 -0.7058 -1.0541
N -0.6496 -1.0834 -2.1999
C 0.0172 1.4730 1.5117
C -1.3766 -2.1652 -1.7756
C 1.3373 1.2824 0.8757
H -1.8908 -2.7914 -2.4042
H -0.5530 0.4437 1.6497
H 1.9860 0.4459 1.1338
H 0.0078 1.9382 2.4847
H -0.3904 2.3413 0.8653
H 1.9995 2.1283 0.6785
```

Lowest unoccupied orbital energy ... 0.10 eV
Frontier orbital gap ... 9.147 eV

R | C3H6N4S | wB97M-V/def2-TZVPD

Geometry as XYZ:
```
14
Properties=species:S:1:pos:R:3
S 0.1721 2.2142 -1.8176
N -1.2141 -0.4201 2.3813
N 1.0779 -1.0434 -1.7720
N -0.0360 -1.0032 0.3745
N -0.6520 1.1131 0.6033
C -0.0327 0.9300 -0.6158
C -0.6328 -0.0576 1.1717
C 0.3629 -0.3707 -0.7911
H 1.1017 2.9295 -1.1850
H 1.5823 -0.3594 -2.3639
H -1.7143 0.3800 2.7656
H 0.0624 -1.9896 0.5779
H -0.5472 -0.7370 3.0321
H 0.4699 -1.5858 -2.3610
```

Lowest unoccupied orbital energy ... 0.78 eV
Frontier orbital gap ... 8.614 eV

S | C3H6N4S | wB97M-V/def2-TZVPD

Geometry as XYZ:
```
14
Properties=species:S:1:pos:R:3
S -1.1452 0.1334 2.7713
N 0.8756 0.3430 -0.4485
N 2.1704 -0.9113 -1.9591
N 0.3511 0.4152 -2.7090
N -1.3815 -0.5697 -0.3115
C -0.2558 -0.0039 0.1975
C 1.1936 -0.0923 -1.6889
C -0.2341 0.6056 1.5200
H -1.0635 -1.0279 -1.3702
H 0.6188 0.7374 -3.7564
H 0.5903 1.2135 1.7792
H -0.4405 1.1090 -2.2866
H 2.4497 -1.2448 -1.0391
H -2.1626 -0.9188 0.1578
```

Lowest unoccupied orbital energy ... -1.33 eV
Frontier orbital gap ... 7.799 eV

Which structure is the least stable? The one labeled Q.

P | C3H6N4S | wB97M-V/def2-TZVPD

Geometry as XYZ:
```
14
Properties=species:S:1:pos:R:3
S 3.0504 -1.3508 -0.2242
N -0.1066 -0.7611 -0.7729
N 3.2046 1.1874 0.7156
N 1.0128 2.4917 0.0549
N 0.3871 1.4995 -0.4630
C 2.8522 0.1112 0.3063
C 0.5837 0.3226 -0.7207
C -0.8202 -1.2057 0.3830
H 2.5342 1.9582 0.5763
H -1.4689 -2.0126 0.0766
H -0.1149 -1.6043 1.1199
H -1.5210 -0.3888 0.6581
H 1.0077 3.3405 -0.5125
H 0.0993 -1.5642 -1.3734
```

Lowest unoccupied orbital energy ... -0.05 eV
Frontier orbital gap ... 8.294 eV

Q | C3H6N4S | wB97M-V/def2-TZVPD

Geometry as XYZ:
```
14
Properties=species:S:1:pos:R:3
S 1.6145 2.1899 0.6282
N -0.0726 0.2269 0.4995
N 0.7075 -1.3213 -0.9985
N -1.3730 -1.8273 0.9942
N -0.0687 0.8405 -1.6922
C 0.1474 -0.1318 -0.7759
C 0.6287 1.1597 1.2836
C -0.8376 -0.6956 1.3324
H 0.5078 1.0201 2.4242
H 0.9213 -1.6032 -1.9271
H -0.0437 1.7984 -1.3387
H -1.0798 -1.9749 0.0130
H 0.1217 0.5349 -2.7295
H -1.1736 -0.2161 2.2867
```

Lowest unoccupied orbital energy ... -0.13 eV
Frontier orbital gap ... 9.066 eV

Which structure is the least stable? The one labeled P.

P | C3H6N4S | wB97M-V/def2-TZVPD

Geometry as XYZ:
```
14
Properties=species:S:1:pos:R:3
S -3.1099 0.0743 -0.0683
N 1.6299 -1.3550 -0.0623
N -0.1207 0.7671 -0.0552
N 0.1912 -1.5531 0.0709
N -1.8836 -0.9257 -0.3570
C 1.3348 1.0622 0.0236
C 2.0657 -0.1773 -0.1905
C -0.6081 -0.4503 0.0035
H -1.9444 -1.9859 -0.1372
H 1.5053 1.6020 0.9758
H -0.5252 1.5881 -0.7272
H 3.2114 -0.1996 0.0328
H -3.4419 -0.3512 1.2244
H 1.6955 1.9043 -0.7333
```

Lowest unoccupied orbital energy ... 0.41 eV
Frontier orbital gap ... 8.648 eV

Q | C3H6N4S | wB97M-V/def2-TZVPD

Geometry as XYZ:
```
14
Properties=species:S:1:pos:R:3
S 1.6381 -1.2488 1.1986
N -1.1165 2.7717 -0.4779
N -1.1058 0.4120 -0.9964
N -0.6959 -1.9625 -1.1404
N 0.2702 1.1049 0.5835
C 0.4364 -0.2633 0.3630
C -0.4121 -0.7129 -0.6064
C -0.6409 1.4712 -0.2519
H 1.0625 -1.2935 2.4114
H -0.5602 3.4194 0.1105
H -0.2536 -2.1022 -2.0537
H -0.3449 -2.6544 -0.5137
H -2.0873 2.8881 -0.2308
H -1.7913 0.4705 -1.7113
```

Lowest unoccupied orbital energy ... 0.78 eV
Frontier orbital gap ... 8.713 eV

Which structure is the least stable? The one labeled P.

P | C6H10S | wB97M-V/def2-TZVPD

Geometry as XYZ:
```
17
Properties=species:S:1:pos:R:3
S -2.0587 -0.9747 -0.2320
C -0.3566 0.7240 0.6452
C -0.9586 1.9646 0.0409
C -0.3812 -1.6282 0.3275
C 1.6752 -0.3458 -0.5957
C -1.2667 0.5944 -0.5490
C 0.6358 -0.4382 0.5107
H -1.6564 2.5014 0.7006
H -0.4656 2.5944 -0.6521
H 2.2881 -1.2290 -0.6146
H -0.0153 -2.3501 -0.4273
H 1.2363 -0.2582 -1.5692
H -0.5373 -2.1517 1.2337
H -0.9357 0.5391 1.5662
H -0.7249 0.5251 -1.4342
H 2.3496 0.5029 -0.4101
H 1.1721 -0.5699 1.4596
```

Lowest unoccupied orbital energy ... 1.05 eV
Frontier orbital gap ... 9.394 eV

Q | C6H10S | wB97M-V/def2-TZVPD

Geometry as XYZ:
```
17
Properties=species:S:1:pos:R:3
S 1.1048 -1.6534 -0.9097
C 0.8779 0.8032 1.7071
C 2.1738 -0.4756 -1.5121
C -1.7408 -1.3083 -0.6611
C -1.1803 0.0966 -0.9261
C -0.1858 1.4657 2.1478
C -0.3454 -0.9837 -0.3318
H -2.0184 -1.9160 -1.4887
H 1.4576 0.2221 2.4605
H -1.5268 0.8207 -0.3202
H -0.8552 0.3754 -2.0190
H -0.6037 1.5072 3.1010
H -0.7793 2.1821 1.5066
H 2.0097 0.6075 -1.3933
H 2.8861 -0.9204 -2.1949
H -2.4823 -1.5384 0.1808
H 1.2081 0.7154 0.6529
```

Lowest unoccupied orbital energy (alpha / beta) ... -0.01 / 0.08 eV
Frontier orbital gap (alpha / beta) ... 7.666 / 7.760 eV

Which structure is the least stable? The one labeled Q.

P | C31H35BClF4INO3S5SbV | wB97M-V/def2-TZVPD

Geometry as XYZ:
```
84
Properties=species:S:1:pos:R:3
I -0.1218 -0.4185 2.9898
Sb 3.4491 -0.0441 0.2184
V 0.1440 0.2628 0.2461
Cl -5.7722 -3.5637 0.5971
S -0.6440 -0.6535 -4.1139
S -1.3913 -1.5068 -6.8742
S 0.7185 0.5157 -6.3360
S 0.7959 1.1123 -2.0667
S 2.3864 2.3777 -4.7290
F 4.0903 1.5228 2.9830
F 3.7869 3.7858 2.6721
F 2.0899 2.3161 2.2270
F 2.7288 2.7127 4.4008
O -0.3560 -2.2974 -1.6343
O -0.1745 -4.9102 -0.5858
O 0.8651 -1.6259 0.1223
N -0.2234 2.1453 0.5033
C 0.5223 0.5962 -3.6840
C -4.0969 -3.9277 0.2495
C 3.7322 -1.5536 1.7281
C -1.4647 -4.5503 -0.2713
C 0.8345 -3.9230 -0.3658
C 3.7285 1.5155 -3.8725
C -2.9582 -0.2789 3.9065
C -3.1727 -3.8975 1.2729
C 0.7569 5.2467 1.6174
C -1.8392 -4.2241 1.0315
C -2.7427 -0.1261 1.4553
C 0.7733 5.0287 -0.8952
C -0.4922 -0.5774 -5.8256
C -4.9478 -0.1500 2.5740
C -1.4093 5.3815 0.3196
C -0.8517 -4.2205 2.1652
C -0.0167 4.7475 0.3908
C -0.1598 3.2920 0.4940
C -2.4028 -4.5668 -1.2943
C -4.0254 -0.0165 -1.0037
C -4.3650 -0.2243 3.8037
C -3.7265 -4.2625 -1.0423
C 3.6571 -1.4311 -1.4360
C -2.2046 -0.2404 2.7684
C 1.1663 1.1242 -4.7650
C -1.9211 -0.0494 0.2768
C 0.3912 -2.4943 -0.6886
C -2.6201 -0.0171 -0.9156
C -4.1695 -0.1026 1.3898
C -4.7941 -0.0422 0.1246
C 5.5483 0.4667 0.1656
B 3.1695 2.5906 3.0821
H 1.7185 4.7443 1.7114
H -6.0279 -0.1328 2.4787
H -1.9583 5.0185 -0.5490
H -4.9686 -0.2522 4.7027
H -1.3022 6.4650 0.2408
H 1.1926 -3.9685 0.6643
H 1.6604 -4.1804 -1.0317
H -2.4835 -0.3606 4.8747
H -4.4969 0.0047 -1.9807
H 0.2628 4.6232 -1.7687
H -3.4866 -3.6286 2.2738
H 5.7941 1.0378 1.0570
H -5.8771 -0.0302 0.0727
H 4.6298 -2.1304 1.5005
H 3.4006 1.2497 -2.8680
H 2.8602 -2.2060 1.7325
H 4.4195 -1.0735 -2.1296
H -2.0601 0.0121 -1.8433
H -2.0638 -4.7879 -2.2960
H -1.9878 5.1514 1.2139
H 4.5665 2.2087 -3.8183
H 5.7686 1.0656 -0.7181
H 1.7586 4.5671 -0.8478
H 0.1976 5.0577 2.5337
H 3.9538 -2.4100 -1.0575
H -0.0899 -4.9854 2.0174
H 2.7110 -1.5165 -1.9680
H 0.9206 6.3219 1.5172
H -0.3515 -3.2522 2.2469
H -4.4565 -4.2589 -1.8389
H 3.8427 -1.0660 2.6947
H 6.1338 -0.4524 0.1338
H 0.8885 6.1082 -1.0109
H -1.3610 -4.4130 3.1099
H 4.0204 0.6254 -4.4264
```

Multiplicity ... 4
Lowest unoccupied orbital energy (alpha / beta) ... 3.96 / 3.96 eV
Expectation value of S² ... 3.770
Total charge ... -2
Frontier orbital gap (alpha / beta) ... 6.004 / 6.483 eV

Q | C31H35BClF4INO3S5SbV | wB97M-V/def2-TZVPD

Geometry as XYZ:
```
84
Properties=species:S:1:pos:R:3
I -0.1119 -0.4240 3.0512
Sb 3.4580 -0.0621 0.2751
V 0.1617 0.2604 0.3123
Cl -5.7481 -3.5799 0.5771
S 2.2626 2.4753 -4.6939
S 0.8296 1.0671 -1.9968
S -1.2647 -1.6536 -6.8006
S 0.7270 0.4871 -6.2768
S -0.4638 -0.8235 -4.0486
F 4.0709 1.4515 2.9095
F 2.6881 2.6771 4.3207
F 3.7425 3.7292 2.5396
F 2.0425 2.2187 2.1394
O -0.1460 -4.8996 -0.6982
O -0.4164 -2.2429 -1.5473
O 0.8665 -1.6157 0.1968
N -0.2296 2.1142 0.5243
C -0.8493 -4.5523 2.0971
C -4.7708 0.0906 0.1798
C -0.0690 4.7183 0.3374
C 0.8535 -3.8969 -0.4222
C 0.6397 4.9878 -1.0003
C 3.7244 -1.5712 1.7914
C -2.9291 -0.1036 3.9674
C -4.0039 0.0586 -0.9488
C 0.5823 0.5303 -3.6183
C 0.7688 5.2577 1.5042
C 3.6978 1.7506 -3.8656
C -4.9216 0.0670 2.6364
C -2.1831 -0.1417 2.8278
C 5.5709 0.3963 0.2142
C -4.3354 0.0162 3.8658
C -2.3781 -4.4797 -1.3856
C -1.4734 5.3344 0.3349
C -2.7175 -0.0402 1.5102
C -4.0793 -3.9733 0.2047
C 0.3677 -2.4682 -0.6364
C -1.4478 -4.5804 -0.3622
C -1.8306 -4.4033 0.9632
C -1.8921 -0.0159 0.3270
C -0.3831 -0.7004 -5.7591
C -3.7006 -4.1803 -1.1128
C -0.1827 3.2577 0.4800
C -3.1636 -4.0832 1.2309
C -2.5935 0.0166 -0.8652
C 1.1681 1.1106 -4.7086
C -4.1464 0.0410 1.4463
C 3.6550 -1.4753 -1.3609
B 3.1317 2.5266 2.9902
H -6.0030 0.1278 2.5455
H 1.6346 4.5403 -1.0060
H -0.3459 -3.6050 2.3065
H 5.8328 0.9747 1.1049
H -2.0337 -4.6011 -2.4048
H -1.3863 6.4187 0.2276
H 4.4710 2.5224 -3.8383
H 5.8051 0.9839 -0.6791
H 0.0835 4.5568 -1.8341
H -4.4223 -4.0743 -1.9130
H 0.7298 6.0691 -1.1441
H 4.0543 0.8848 -4.4217
H 4.4292 -1.1378 -2.0572
H -4.4789 0.0747 -1.9260
H 1.7430 4.7673 1.5521
H 3.4175 1.4666 -2.8530
H -5.8534 0.1569 0.1283
H 0.9145 6.3341 1.3701
H 4.6199 -2.1572 1.5650
H -1.9979 5.1143 1.2680
H 2.8457 -2.2174 1.8004
H 3.8393 -1.0783 2.7595
H -2.4507 -0.1749 4.9364
H 1.2282 -3.9981 0.5939
H -1.3670 -4.8625 3.0066
H -2.0347 0.0104 -1.7944
H 3.9342 -2.4573 -0.9646
H -0.0886 -5.2960 1.8582
H -2.0676 4.9447 -0.4948
H 2.7068 -1.5558 -1.8999
H -4.9363 0.0532 4.7687
H 6.1366 -0.5400 0.1924
H 0.2670 5.0814 2.4586
H 1.6763 -4.0787 -1.1129
H -3.4811 -3.9213 2.2548
```

Multiplicity ... 4
Lowest unoccupied orbital energy (alpha / beta) ... 3.96 / 3.96 eV
Expectation value of S² ... 3.771
Total charge ... -2
Frontier orbital gap (alpha / beta) ... 5.912 / 6.451 eV

Which structure is the least stable? The one labeled Q.

P | C8H24O8 | wB97M-V/def2-TZVPD

Geometry as XYZ:
```
40
Properties=species:S:1:pos:R:3
O 51.0690 4.9500 54.1310
O 53.8890 10.7110 58.7280
O 48.8610 7.9880 50.7430
O 48.5660 3.3720 51.9690
O 50.8990 10.6940 55.5900
O 51.9270 9.1750 52.1030
O 52.4960 8.4090 54.7980
O 54.7580 8.0910 56.4000
C 49.8240 8.8040 51.3070
C 50.3460 9.5370 55.2850
C 49.5670 4.1730 52.2710
C 49.8970 4.2870 53.8450
C 53.7520 9.4430 58.1770
C 51.3440 8.2990 55.5100
C 51.1840 8.1610 51.6410
C 54.8800 9.2780 57.1840
H 51.5330 7.4760 50.9130
H 51.1360 7.4220 52.5770
H 54.8550 10.1330 56.4310
H 51.2660 5.1410 54.9640
H 52.8630 9.4820 57.5480
H 50.0970 9.5950 50.6270
H 48.6950 8.2600 49.8250
H 55.9250 9.2640 57.5680
H 49.9620 3.3590 54.3010
H 51.6810 8.0230 56.4980
H 50.5150 3.6800 51.8500
H 52.1990 8.5370 53.7980
H 49.6570 9.5010 55.9570
H 48.4880 3.0490 51.1650
H 51.8490 10.4340 55.7000
H 49.4540 9.3300 52.0760
H 54.0200 8.4240 55.8270
H 49.8690 9.2910 54.3860
H 49.5630 5.0290 51.4670
H 53.7690 8.7020 58.8980
H 50.7900 7.2890 55.3950
H 48.9100 4.6200 54.3840
H 51.8590 9.8560 51.5360
H 53.0660 11.0300 58.9470
```

Lowest unoccupied orbital energy ... 0.37 eV
Frontier orbital gap ... 10.057 eV

Q | C8H24O8 | wB97M-V/def2-TZVPD

Geometry as XYZ:
```
40
Properties=species:S:1:pos:R:3
O -2.7756 -0.9591 2.9164
O -0.9599 -2.7545 3.4305
O 4.8223 0.0293 -1.5819
O 0.2900 -0.9887 -0.6227
O -2.6105 2.0942 -3.1979
O -0.7763 -0.1820 -3.2753
O -2.4400 0.6692 -0.9662
O 4.4948 0.6784 1.2934
C -0.8510 -1.6172 4.2192
C -2.1415 -0.6953 4.1090
C 3.4174 0.3211 0.5014
C -1.2359 2.1372 -3.5494
C -0.5830 -0.3031 0.3428
C -0.8182 0.8084 -4.2470
C 3.8045 -0.5327 -0.7756
C -1.2681 0.9236 -0.1849
H 4.4603 0.1394 2.0871
H 5.4627 0.4183 -0.9818
H -2.7341 -0.8731 5.0064
H 2.7465 -0.2338 1.1573
H -0.7735 2.3174 -2.5789
H 2.9301 -0.6499 -1.4158
H -2.7518 1.5960 -2.3895
H -0.0758 -0.9625 3.8210
H -3.6779 -0.6318 2.9330
H -0.5065 1.6136 -0.5480
H 2.9857 1.2404 0.1056
H -0.6572 -1.7345 5.2854
H -1.1018 3.0431 -4.1405
H -0.2380 -1.4489 -1.2792
H -0.7364 -1.0403 -3.7036
H -1.1952 -1.1288 0.7055
H -1.3747 0.4969 -5.1310
H -1.6716 1.1419 0.8039
H -1.8686 -2.8623 3.1403
H 4.1617 -1.5127 -0.4594
H 0.0308 -0.0149 1.1962
H -1.8356 0.3417 4.2474
H -2.1959 0.2661 -1.8026
H 0.2478 0.8502 -4.4706
```

Lowest unoccupied orbital energy ... 0.40 eV
Frontier orbital gap ... 10.032 eV

Which structure is the least stable? The one labeled P.